A | Entry from the Open Molecules 2025 dataset: C4H7N5 in the gas phase (ωB97M-V/def2-TZVPD).

Positions of all 16 atoms, in Å:
C (-1.2482, 1.0386, -0.3370)
C (-1.4989, -0.3431, -0.5709)
C (-0.7797, -1.2186, 0.4008)
C (0.7948, 0.6200, 0.7260)
N (-0.1614, 1.5217, 0.1757)
N (2.4148, -0.3626, -0.6044)
N (1.6363, -1.2698, -0.3004)
N (2.1602, 0.8056, -0.0304)
N (0.6417, -0.7618, 0.5720)
H (-2.0103, 1.6395, -0.8787)
H (-2.5985, -0.4873, -0.4241)
H (-1.1066, -0.4154, -1.5795)
H (-1.2684, -1.1249, 1.2669)
H (-0.7636, -2.2924, 0.2811)
H (1.1626, 1.0195, 1.7467)
H (2.6253, 1.6308, -0.4437)

Values from the calculation:
Structure (SMILES) = C1=N[C@@H]2NN=NN2CC1
Total charge = 0
E_HOMO = -8.23 eV
M = 125.13 g/mol
Kohn-Sham gap = 8.97 eV

***

B | Entry from the Open Molecules 2025 dataset: C4H7N5 in the gas phase (ωB97M-V/def2-TZVPD).

Positions of all 16 atoms, in Å:
C (1.6033, -0.2644, -0.0604)
C (0.6102, -1.1332, -0.0614)
C (-1.7663, -1.0365, -0.0387)
C (-0.3285, 0.9336, -0.0165)
H (3.2334, -1.2681, -0.5172)
H (3.2356, -0.3941, 1.1629)
H (0.5309, -2.1626, 0.1377)
H (-1.6091, -2.1289, -0.0144)
H (-3.5092, -1.2627, 0.0482)
H (-0.7526, 2.8316, -0.0052)
H (1.6337, 1.6782, -0.4966)
N (2.9771, -0.3578, -0.0039)
N (-0.5449, -0.4208, 0.0036)
N (-2.8779, -0.4462, 0.0502)
N (-1.1855, 1.8808, 0.0117)
N (1.1347, 1.0167, 0.0450)

Values from the calculation:
Structure (SMILES) = [H]/N=C/n1cc(N)[nH]/c1=N\[H]
Total charge = 0
E_HOMO = -7.58 eV
M = 125.13 g/mol
Kohn-Sham gap = 8.16 eV

***

Which is the most stable structure? B is the most stable.

***

A | Entry from the Open Molecules 2025 dataset: 2 unconnected molecules or ions with the total composition C4H13OP5 (ωB97M-V/def2-TZVPD).

Positions of all 23 atoms, in Å:
C (-3.2770, -2.1763, 1.1585)
C (1.9859, 2.2972, -0.5276)
C (0.9381, -3.1535, -1.4065)
C (-1.4276, 3.1118, 0.0575)
O (-2.0473, -2.2380, 0.9142)
P (1.2183, 1.0604, 0.5526)
P (0.8526, -2.4570, 0.3235)
P (2.1890, -0.8022, -0.2193)
P (3.0216, 0.3213, 1.4709)
P (-0.9608, -1.2269, 0.2018)
H (-0.6088, 3.8011, -0.1394)
H (-3.6994, -3.0419, 1.5533)
H (-3.9477, -1.2763, 0.7314)
H (1.1291, 2.5872, -1.1140)
H (2.0586, 3.1326, 0.0627)
H (2.8407, 1.9024, -1.1006)
H (0.1908, -2.7870, -2.1446)
H (2.0065, -3.0340, -1.6640)
H (0.6872, -4.2256, -1.3444)
H (-2.1858, 2.9516, -0.8271)
H (-1.1413, 2.1140, 0.0943)
H (-2.1289, 3.5350, 0.7688)
H (2.3063, -0.3957, 2.5978)

Values from the calculation:
Total charge = 0
E_HOMO (alpha / beta) = -7.43 / -7.47 eV
M = 232.02 g/mol
Kohn-Sham gap (alpha / beta) = 6.74 / 7.82 eV

***

B | Entry from the Open Molecules 2025 dataset: 2 unconnected molecules or ions with the total composition C4H13OP5 (ωB97M-V/def2-TZVPD).

Positions of all 23 atoms, in Å:
C (1.9519, 2.3963, 1.9243)
C (-1.8135, -3.0137, 0.3553)
C (-1.7065, 2.7459, -1.8321)
C (3.8258, -2.1098, -0.3286)
O (0.8106, 2.2178, 1.2461)
P (-2.0370, -1.2104, 1.0312)
P (-1.5157, 1.9081, -0.1306)
P (-2.1826, -0.1236, -0.8773)
P (-3.9486, -0.5721, 0.3584)
P (0.5815, 1.3688, -0.1566)
H (4.5101, -2.7584, 0.1277)
H (1.9263, 3.4010, 2.3672)
H (2.9224, 1.9188, 1.8777)
H (-0.7597, -3.2426, 0.4615)
H (-2.4341, -3.6652, 1.0025)
H (-2.0720, -3.0433, -0.6782)
H (-1.0724, 2.3474, -2.6228)
H (-2.6423, 2.5314, -2.1163)
H (-1.3520, 3.7473, -1.7038)
H (3.8212, -2.1639, -1.4714)
H (2.8721, -2.3266, 0.2599)
H (4.2700, -1.1439, 0.0451)
H (-3.9557, 0.7906, 0.8607)

Values from the calculation:
Total charge = 0
E_HOMO (alpha / beta) = -7.85 / -7.62 eV
M = 232.02 g/mol
Kohn-Sham gap (alpha / beta) = 7.03 / 8.01 eV

***

Which is the most stable structure? B is the most stable.

***

A | Entry from the Open Molecules 2025 dataset: C3H3NO4 in the gas phase (ωB97M-V/def2-TZVPD).

Positions of all 11 atoms, in Å:
C (-1.4146, 1.1344, 0.5148)
C (-0.1354, 0.3932, 0.2062)
C (1.4275, -0.9876, -0.3619)
H (-2.1714, -0.0383, -0.7611)
H (1.9631, -1.0578, -1.3535)
H (1.4750, -2.0756, -0.0035)
N (0.7781, 0.4271, 1.2270)
O (-2.5057, 0.6318, -0.2079)
O (-1.5876, 2.1319, 1.0759)
O (2.0077, 0.0065, 0.5244)
O (0.1633, -0.5657, -0.8603)

Values from the calculation:
Structure (SMILES) = O=C(O)C1=NOCO1
Total charge = 0
E_HOMO = -10.35 eV
M = 117.06 g/mol
Kohn-Sham gap = 9.39 eV

***

B | Entry from the Open Molecules 2025 dataset: C3H3NO4 in the gas phase (ωB97M-V/def2-TZVPD).

Positions of all 11 atoms, in Å:
C (0.1407, -0.1138, 0.0244)
C (0.7066, 0.4031, -1.2363)
C (0.7520, -0.0392, 1.2078)
H (-1.6733, -0.0320, -1.6128)
H (1.6923, 1.0131, -0.9771)
H (-0.7193, -0.7053, 2.2687)
N (-1.0390, -0.6387, 0.1658)
O (-2.0432, -0.4160, -0.8467)
O (0.3334, 0.3220, -2.3856)
O (0.1974, -0.5632, 2.2441)
O (1.6524, 0.7699, 1.1478)

Values from the calculation:
Structure (SMILES) = O=C/C(=N\O)C(=O)O
Total charge = 0
E_HOMO = -10.60 eV
M = 117.06 g/mol
Kohn-Sham gap = 9.19 eV

***

C | Entry from the Open Molecules 2025 dataset: C3H3NO4 in the gas phase (ωB97M-V/def2-TZVPD).

Positions of all 11 atoms, in Å:
C (0.2110, -0.5473, 1.0396)
C (1.0304, 0.4926, -0.0393)
C (-0.2295, 0.8220, -0.8280)
N (-0.6739, -0.2016, -1.6085)
O (0.0780, -0.0046, 2.2376)
O (-0.0380, -1.6899, 0.7563)
O (2.0789, 0.9769, 0.1910)
O (-0.6830, 1.9454, -0.8006)
H (-0.1632, -0.6766, 2.9012)
H (-1.2211, 0.0343, -2.4213)
H (-0.3897, -1.1511, -1.4280)

Values from the calculation:
Structure (SMILES) = NC(=O)C(=O)C(=O)O
Total charge = 0
E_HOMO = -9.61 eV
M = 117.06 g/mol
Kohn-Sham gap = 9.24 eV

***

Which is the most stable structure? C is the most stable.

***

A | Entry from the Open Molecules 2025 dataset: 2 unconnected molecules or ions with the total composition C4H9S (ωB97M-V/def2-TZVPD).

Positions of all 14 atoms, in Å:
C (2.1909, -0.3089, 1.0313)
S (2.6220, 0.8550, -0.2937)
H (3.0431, -0.4220, 1.6978)
H (1.2652, -0.0866, 1.6037)
H (1.9412, -1.2682, 0.5442)
C (-0.6674, 0.7917, -1.2761)
C (-1.6557, -0.2397, -0.7268)
C (-1.7786, -0.4824, 0.5797)
H (0.3592, 0.6587, -0.8563)
H (-0.6715, 0.6461, -2.3562)
H (-0.9133, 1.7675, -0.8197)
H (-2.0681, -0.8998, -1.4817)
H (-2.6069, -0.9633, 1.0960)
H (-1.0603, -0.0483, 1.2578)

Values from the calculation:
Total charge = -1
E_HOMO = -2.17 eV
M = 89.18 g/mol
Kohn-Sham gap = 6.17 eV

***

B | Entry from the Open Molecules 2025 dataset: 2 unconnected molecules or ions with the total composition C4H9S (ωB97M-V/def2-TZVPD).

Positions of all 14 atoms, in Å:
S (-2.8631, 0.0938, -0.1415)
H (-4.1378, 0.2591, 0.1739)
C (0.0209, 0.5919, 1.2042)
C (0.7567, 0.0306, -0.0089)
C (2.0867, 0.1041, -0.1890)
C (-0.0256, -0.7622, -1.0795)
H (-0.5535, 1.4885, 0.9032)
H (0.7384, 0.9607, 1.9336)
H (-0.6409, -0.1896, 1.5432)
H (2.5823, -0.3029, -1.0074)
H (2.7666, 0.5424, 0.5474)
H (0.6621, -1.3740, -1.6130)
H (-0.6439, 0.0133, -1.6340)
H (-0.7491, -1.4555, -0.6321)

Values from the calculation:
Total charge = -1
E_HOMO = -2.62 eV
M = 89.18 g/mol
Kohn-Sham gap = 6.51 eV

***

C | Entry from the Open Molecules 2025 dataset: 2 unconnected molecules or ions with the total composition C4H9S (ωB97M-V/def2-TZVPD).

Positions of all 14 atoms, in Å:
C (0.3539, 1.2928, 2.1788)
S (-0.2121, -0.4793, 2.4552)
H (-0.4593, 2.0661, 2.2015)
H (1.0452, 1.4177, 2.9955)
H (1.0075, 1.4535, 1.2685)
C (0.8807, -0.8015, -0.8876)
C (-0.2600, -0.4631, -1.8600)
C (-1.4970, -0.6036, -1.3350)
H (1.4886, 0.1277, -0.8697)
H (0.4283, -0.8895, 0.1050)
H (1.3327, -1.7042, -1.1286)
H (-0.1150, -0.0532, -2.8951)
H (-2.4366, -0.2365, -1.8283)
H (-1.5569, -1.1270, -0.4003)

Values from the calculation:
Total charge = -1
E_HOMO = -2.24 eV
M = 89.18 g/mol
Kohn-Sham gap = 6.31 eV

***

Which is the most stable structure? B is the most stable.

***

A | Entry from the Open Molecules 2025 dataset: H3IN2 in the gas phase (ωB97M-V/def2-TZVPD).

Positions of all 6 atoms, in Å:
N (0.5063, 0.7508, -0.8440)
N (-0.8029, -1.5598, 1.7791)
I (-0.2286, -1.3148, -0.0181)
H (-0.3457, 1.2733, -1.0366)
H (0.8644, 0.5305, -1.7883)
H (-0.1618, -1.6332, 2.5448)

Values from the calculation:
Total charge = 0
E_HOMO (alpha / beta) = -9.01 / -8.99 eV
M = 157.94 g/mol
Kohn-Sham gap (alpha / beta) = 7.92 / 7.90 eV

***

B | Entry from the Open Molecules 2025 dataset: H3IN2 in the gas phase (ωB97M-V/def2-TZVPD).

Positions of all 6 atoms, in Å:
N (-0.8906, -0.0970, -0.1465)
N (0.2098, 0.6394, -0.1041)
I (2.2721, -0.0843, 0.1049)
H (-1.0203, -0.5237, -1.0540)
H (-0.7744, -0.9412, 0.3641)
H (0.2034, 1.0068, 0.8356)

Values from the calculation:
Structure (SMILES) = NNI
Total charge = 0
E_HOMO = -9.11 eV
M = 157.94 g/mol
Kohn-Sham gap = 8.67 eV

***

Which is the most stable structure? B is the most stable.

***

A | Entry from the Open Molecules 2025 dataset: 2 unconnected molecules or ions with the total composition CH4NS (ωB97M-V/def2-TZVPD).

Positions of all 7 atoms, in Å:
C (-0.1011, -1.1856, -1.2012)
N (-0.6013, -1.7011, -0.1140)
H (-0.3046, -1.6927, -2.1767)
H (0.6971, -0.4020, -1.1627)
H (-0.5237, -0.8815, 0.5897)
S (0.2985, 1.2312, 0.5865)
H (0.1711, 2.2987, 1.3709)

Values from the calculation:
Total charge = -1
E_HOMO = -2.82 eV
M = 62.12 g/mol
Kohn-Sham gap = 7.45 eV

***

B | Entry from the Open Molecules 2025 dataset: 2 unconnected molecules or ions with the total composition CH4NS (ωB97M-V/def2-TZVPD).

Positions of all 7 atoms, in Å:
S (0.7948, 2.0999, -1.2272)
H (1.6796, 2.6363, -2.0733)
C (-0.9444, -0.8482, 0.7696)
N (0.1051, -1.4754, 1.1469)
H (-1.7742, -1.4155, 0.3119)
H (-0.7726, 0.2200, 0.5014)
H (0.9117, -1.2170, 0.5707)

Values from the calculation:
Total charge = -1
E_HOMO = -2.62 eV
M = 62.12 g/mol
Kohn-Sham gap = 6.51 eV

***

Which is the most stable structure? A is the most stable.